This record from OMol25 describes a 2-piece molecular cluster, C5H12O8 overall in a non-equilibrium geometry. The level of theory is wB97M-V/def2-TZVPD.

Values from the calculation:
ΔE to the lowest compared entry with this formula, charge and spin = 8.59 kcal/mol
E_HOMO (alpha / beta) = -9.5 / -9.5 eV
Gap between HOMO and LUMO (alpha / beta) = 7.96 / 7.96 eV

Last column: Mulliken charge in e.
Geometry (Å):
H1 3.6336 0.6041 4.6577  0.318
O1 7.0363 1.5991 4.6626  0.003
O2 6.8148 0.4650 5.1259  -0.002
H2 -1.9775 0.7113 2.0087  0.334
O3 -2.5179 0.9602 2.7888  -0.340
O4 -1.9566 0.0872 3.8285  -0.325
C1 -1.9162 0.8501 5.0433  1.043
C2 -2.0970 -0.2032 6.1443  -1.773
C3 -3.0372 1.9130 4.9460  -0.957
O5 -4.2761 1.2914 4.7802  -0.509
C4 -0.4874 1.4396 5.1803  0.394
C5 0.6299 0.4018 5.2750  -0.669
O6 1.7641 1.0184 4.7049  -0.211
O7 2.9515 0.2947 5.2872  -0.400
O8 -0.1302 2.2813 4.0890  -0.590
H3 -1.9710 0.2305 7.1485  0.332
H4 -3.1023 -0.6169 6.0666  0.448
H5 -1.3614 -1.0026 5.9981  0.391
H6 -3.1621 2.3948 5.9289  0.332
H7 -2.7819 2.6626 4.1726  0.563
H8 -4.8390 1.8609 4.2186  0.326
H9 -0.4042 2.0063 6.1235  0.295
H10 0.8349 0.1059 6.3114  0.266
H11 0.3686 -0.4889 4.6641  0.342
H12 -0.8730 2.8746 3.8907  0.390